The following is a DFT calculation (wB97M-V/def2-TZVPD) of one molecule with the formula C18H21FN4OS.

Bonds (Å) are listed after each position.
Element x y z (Å)
1 C 2.409 5.029 -3.455  C2 1.479, H26 1.086, H27 1.088, H28 1.088
2 C 1.848 3.868 -2.731  C1 1.479, N3 1.355, N25 1.325
3 N 0.615 3.372 -2.993  C2 1.355, C4 1.316
4 C 0.511 2.368 -2.149  N3 1.316, S5 1.712, N24 1.362
5 S -0.612 1.156 -1.699  C4 1.712, C6 1.766
6 C 0.519 0.538 -0.491  S5 1.766, C7 1.502, C22 1.356
7 C 0.275 -0.639 0.410  C6 1.502, C8 1.520, N15 1.459, H29 1.098
8 C -0.467 -0.258 1.680  C7 1.520, C9 1.390, C14 1.390
9 C -1.490 0.683 1.692  C8 1.390, C10 1.384, H30 1.079
10 C -2.187 0.956 2.857  C9 1.384, C11 1.384, H31 1.079
11 C -1.882 0.294 4.033  C10 1.384, C12 1.382, H32 1.078
12 C -0.861 -0.637 4.009  C11 1.382, F13 1.351, C14 1.382
13 F -0.542 -1.291 5.147  C12 1.351
14 C -0.150 -0.921 2.859  C8 1.390, C12 1.382, H33 1.079
15 N -0.337 -1.749 -0.313  C7 1.459, C16 1.451, C21 1.450
16 C -1.777 -1.670 -0.468  N15 1.451, C17 1.525, H34 1.090, H35 1.105
17 C -2.221 -2.670 -1.531  C16 1.525, C18 1.524, H36 1.091, H37 1.091
18 C -1.825 -4.081 -1.114  C17 1.524, C19 1.527, H38 1.091, H39 1.093
19 C -0.321 -4.129 -0.848  C18 1.527, C20 1.525, C21 1.531, H40 1.095
20 C 0.118 -5.508 -0.368  C19 1.525, H41 1.088, H42 1.087, H43 1.088
21 C 0.043 -3.058 0.183  N15 1.450, C19 1.531, H44 1.093, H45 1.105
22 C 1.668 1.258 -0.485  C6 1.356, O23 1.345, N24 1.367
23 O 2.744 1.065 0.297  C22 1.345, H46 0.968
24 N 1.647 2.270 -1.405  C4 1.362, C22 1.367, N25 1.340
25 N 2.506 3.229 -1.775  C2 1.325, N24 1.340
26 H 3.397 5.256 -3.065  C1 1.086
27 H 2.473 4.802 -4.518  C1 1.088
28 H 1.754 5.888 -3.333  C1 1.088
29 H 1.280 -0.969 0.704  C7 1.098
30 H -1.746 1.213 0.788  C9 1.079
31 H -2.977 1.692 2.848  C10 1.079
32 H -2.412 0.491 4.950  C11 1.078
33 H 0.647 -1.648 2.895  C14 1.079
34 H -2.049 -0.662 -0.781  C16 1.090
35 H -2.300 -1.888 0.481  C16 1.105
36 H -1.737 -2.417 -2.475  C17 1.091
37 H -3.302 -2.600 -1.668  C17 1.091
38 H -2.092 -4.797 -1.893  C18 1.091
39 H -2.362 -4.358 -0.203  C18 1.093
40 H 0.203 -3.888 -1.778  C19 1.095
41 H -0.375 -5.760 0.569  C20 1.088
42 H -0.139 -6.266 -1.104  C20 1.087
43 H 1.194 -5.536 -0.208  C20 1.088
44 H 1.123 -3.071 0.347  C21 1.093
45 H -0.458 -3.294 1.139  C21 1.105
46 H 3.412 1.725 0.063  O23 0.968

For the LUMO energy, the calculation gives 0.023 Eh. For the HOMO-LUMO gap, the calculation gives 9.000 eV. The calculation puts the highest occupied orbital energy at -8.362 eV. The calculation puts the energy above the lowest of the compared OMol25 structures with the same formula, charge and spin at 0.4 kcal/mol.

Atom charges from the Löwdin analysis, given in e for atoms 1 to 6: C -0.0273; C -0.4186; N 0.1313; C -0.5858; S 1.1240; C -0.3480